# 1
ORCA calculation (ωB97M-V with the def2-TZVPD basis set) on B3F12MnNO3 as an isolated structure.

Results
highest occupied orbital energy (spin up / spin down): -0.113 / -0.116 Ha
calculated total energy: -73610.5946 eV
multiplicity: 6
charge: -2
ΔE to the lowest compared entry with this formula, charge and spin: 283.1 kJ/mol
<S²>: 8.75
LUMO level (spin up / spin down): 5.58 / 5.58 eV
frontier orbital gap (spin up / spin down): 8.66 / 8.72 eV

Positions of all 20 atoms, in Å:
Mn 0.158 -0.307 -0.118
N 1.852 1.662 1.647
O 2.900 2.343 1.768
O 1.018 1.793 2.475
O 1.714 0.862 0.713
B -2.329 1.094 -0.276
F -2.724 1.883 -1.365
F -2.024 -0.207 -0.627
F -1.115 1.470 0.079
F -3.185 1.184 0.861
B -0.387 -1.976 1.563
F 0.877 -1.771 0.992
F -0.909 -0.914 2.271
F -1.157 -2.307 0.578
F -0.365 -3.036 2.272
B 1.161 -0.347 -2.552
F 0.750 -1.060 -3.686
F 0.082 0.332 -2.191
F 1.531 -1.189 -1.535
F 2.150 0.491 -2.869

---

# 2
ORCA calculation (ωB97M-V with the def2-TZVPD basis set) on B4CsF12H4 as an isolated structure.

Results
highest occupied orbital energy: -0.024 Ha
calculated total energy: -35947.7666 eV
charge: -3
ΔE to the lowest compared entry with this formula, charge and spin: 1.5 kJ/mol
LUMO level: 6.43 eV
frontier orbital gap: 7.09 eV

Positions of all 21 atoms, in Å:
Cs -12.139 13.590 -17.276
B -12.443 17.290 -16.706
H -13.082 16.349 -16.911
H -11.503 17.341 -17.408
H -13.046 18.278 -16.896
H -12.059 17.262 -15.599
B -10.304 12.149 -19.787
F -9.252 12.150 -18.876
F -10.428 13.460 -20.353
F -10.005 11.283 -20.857
F -11.506 11.743 -19.183
B -15.701 13.555 -16.008
F -15.908 12.423 -16.837
F -15.337 13.287 -14.703
F -14.801 14.455 -16.603
F -16.984 14.247 -16.022
B -12.370 10.624 -14.847
F -13.619 10.504 -14.202
F -11.397 9.779 -14.259
F -12.508 10.211 -16.212
F -11.950 11.936 -14.844

---

# 3
ORCA calculation (ωB97M-V with the def2-TZVPD basis set) on B4CsF16 as an isolated structure.

Results
highest occupied orbital energy: -0.148 Ha
calculated total energy: -46760.5001 eV
charge: -3
ΔE to the lowest compared entry with this formula, charge and spin: 155.3 kJ/mol
LUMO level: 4.39 eV
frontier orbital gap: 8.43 eV

Positions of all 21 atoms, in Å:
Cs -0.318 1.824 -1.139
B -3.115 -3.285 -1.885
F -3.738 -2.550 -0.816
F -2.374 -2.390 -2.565
F -2.359 -4.352 -1.413
F -4.069 -3.920 -2.686
B 2.590 0.365 3.036
F 3.109 0.730 1.876
F 1.298 0.740 3.130
F 2.540 -0.986 3.244
F 3.268 0.958 4.054
B -4.777 2.674 2.651
F -4.434 4.021 2.309
F -6.049 2.310 2.353
F -4.048 1.787 1.850
F -4.522 2.401 3.948
B 5.417 -0.105 -3.557
F 5.594 -0.739 -4.725
F 5.565 -0.885 -2.432
F 6.345 0.970 -3.752
F 4.077 0.434 -3.484

---

# 4
ORCA calculation (ωB97M-V with the def2-TZVPD basis set) on B4F16MnNO3 as an isolated structure.

Results
highest occupied orbital energy (spin up / spin down): -0.017 / -0.018 Ha
calculated total energy: -85163.3052 eV
multiplicity: 6
charge: -3
ΔE to the lowest compared entry with this formula, charge and spin: 0.0 kJ/mol
<S²>: 8.75
LUMO level (spin up / spin down): 7.66 / 7.66 eV
frontier orbital gap (spin up / spin down): 8.12 / 8.15 eV

Positions of all 25 atoms, in Å:
Mn 0.007 -0.145 -0.181
N 2.077 2.460 0.687
O 1.231 1.573 0.358
O 3.182 2.536 0.135
O 1.732 3.306 1.531
B -2.082 0.153 -2.111
F -2.093 -0.831 -1.097
F -3.291 0.821 -2.231
F -1.088 1.090 -1.653
F -1.639 -0.428 -3.301
B 2.376 -0.820 -2.267
F 2.935 -1.985 -2.851
F 1.595 -0.122 -3.186
F 1.533 -1.238 -1.186
F 3.437 -0.036 -1.799
B 0.282 -2.191 1.585
F -0.455 -2.064 0.379
F 0.564 -0.815 1.837
F -0.481 -2.712 2.626
F 1.490 -2.850 1.396
B -2.268 0.853 2.264
F -2.315 -0.180 3.203
F -3.554 1.165 1.772
F -1.741 1.997 2.918
F -1.436 0.466 1.173